1.
ORCA calculation (ωB97M-V/def2-TZVPD) on a single C4H9O6P molecule at a distorted geometry.

2S+1	3
Kohn-Sham gap (spin up / spin down)	6.095 / 6.976	eV
LUMO level (spin up / spin down)	0.63 / -3.66	eV
total energy	-950.45636	a.u.

Geometry as XYZ:
```
20
Properties=species:S:1:pos:R:3:forces:R:3
C -1.245 -0.863 0.270 -1.98 3.18 0.24
C 1.192 1.375 1.944 2.61 -1.58 -0.48
C 1.916 -0.328 -1.293 1.67 0.31 1.64
C -0.784 0.328 1.183 2.71 -4.20 -5.56
O -2.693 -0.907 0.169 2.16 -4.09 -0.30
O -0.682 1.008 -1.809 -0.08 -0.39 0.41
O -1.577 0.871 1.914 -4.31 3.11 4.80
O -1.522 -1.426 -2.242 -1.99 -0.41 0.86
O 0.536 0.490 1.035 1.67 0.47 0.71
O 0.795 -1.087 -1.524 -1.40 -0.80 0.00
P -0.617 -0.405 -1.416 -0.82 -0.51 -0.19
H -1.021 -1.786 0.673 1.12 -2.22 0.53
H 1.274 2.334 1.500 0.30 0.97 -0.62
H 2.261 0.923 2.139 -2.12 0.97 -0.36
H 0.685 1.514 2.856 -0.73 -0.29 1.23
H 2.535 -0.480 -2.079 2.07 -0.75 -2.72
H 2.518 -0.672 -0.436 -0.77 0.19 0.14
H 1.807 0.728 -1.316 -0.79 0.93 0.57
H -2.929 -0.048 0.228 -1.83 4.53 0.13
H -2.449 -1.569 -1.795 2.53 0.58 -1.02
```
Forces are in eV/Å.



2.
ORCA calculation (ωB97M-V/def2-TZVPD) on a single C4H9OP molecule at a distorted geometry.

Kohn-Sham gap	9.862	eV
LUMO level	0.57	eV
total energy	-574.33243	a.u.

Geometry as XYZ:
```
15
Properties=species:S:1:pos:R:3:forces:R:3
C 2.561 1.870 -0.038 1.69 -0.56 1.86
C -0.322 -0.467 -1.642 0.82 1.22 2.61
C -0.522 -1.273 0.822 -1.92 0.64 -0.18
C -0.718 -0.057 -0.093 0.83 -0.88 -2.51
O 0.076 1.082 0.204 2.01 0.05 1.19
P 1.664 0.864 0.880 -1.76 -0.17 -0.36
H 3.629 2.073 0.263 -1.36 -0.18 -0.63
H 2.049 2.373 -0.784 -0.39 1.23 -1.60
H 0.628 0.142 -1.662 -0.50 -1.54 -0.78
H -0.309 -1.543 -1.751 0.76 -0.22 0.01
H -0.938 -0.122 -2.437 -0.89 0.76 -0.30
H 0.190 -1.915 0.351 -0.09 -1.11 -0.38
H -1.556 -1.686 1.087 1.71 -0.01 -0.59
H -0.029 -1.025 1.727 0.08 0.56 1.15
H -1.711 0.313 -0.141 -1.00 0.21 0.49
```
Forces are in eV/Å.



3.
ORCA calculation (ωB97M-V/def2-TZVPD) on a gas-phase ion, C4H9OS (charge -1) at a distorted geometry.

Kohn-Sham gap	5.253	eV
total charge	-1
LUMO level	3.04	eV
total energy	-631.20569	a.u.

Geometry as XYZ:
```
15
Properties=species:S:1:pos:R:3:forces:R:3
C 0.246 0.907 1.943 0.16 -0.04 -0.40
O 0.669 2.072 2.416 -0.05 0.31 0.22
C 0.175 0.848 0.381 0.14 -0.63 0.37
C 0.425 -0.563 -0.189 -0.77 0.92 0.00
C 0.017 -0.658 -1.667 0.15 -0.72 -0.03
S -1.268 -1.925 -2.021 -0.07 0.27 -0.04
H -0.759 0.567 2.282 -0.61 0.08 0.13
H 0.850 0.023 2.244 0.60 -0.35 0.07
H -0.807 1.216 0.078 -0.04 0.18 -0.25
H 0.961 1.515 0.035 -0.05 0.28 -0.18
H 1.478 -0.759 -0.042 0.26 -0.42 -0.04
H -0.175 -1.274 0.382 0.20 -0.15 0.09
H 0.816 -1.002 -2.328 0.17 0.17 0.12
H -0.328 0.297 -2.040 -0.10 0.14 -0.12
H -2.298 -1.264 -1.474 0.00 -0.06 0.06
```
Forces are in eV/Å.



4.
ORCA calculation (ωB97M-V/def2-TZVPD) on a single C4H9P molecule at a distorted geometry.

Kohn-Sham gap	8.895	eV
LUMO level	1.15	eV
total energy	-499.02241	a.u.

Geometry as XYZ:
```
14
Properties=species:S:1:pos:R:3:forces:R:3
C -0.767 -0.331 -0.581 1.70 -1.55 1.87
C 1.011 -0.011 0.532 -4.90 -0.66 -1.02
C -2.025 0.087 0.102 0.48 2.10 -1.63
C 1.972 0.685 -0.292 5.04 -0.70 0.60
P 0.276 -1.656 0.066 0.23 0.14 0.52
H -0.677 -0.244 -1.634 0.38 0.50 -0.82
H 0.365 0.523 1.225 0.69 0.12 0.40
H -2.949 -0.339 -0.284 0.09 -0.26 -0.38
H -2.095 1.217 -0.065 -0.32 -1.34 1.01
H -1.904 -0.283 1.078 -0.34 0.39 1.72
H 2.203 1.757 -0.119 -0.91 -0.58 -0.20
H 1.882 0.420 -1.327 -0.13 0.31 -0.66
H 3.082 0.197 -0.045 -2.37 1.01 -0.49
H -0.373 -2.022 1.343 0.37 0.54 -0.92
```
Forces are in eV/Å.



5.
ORCA calculation (ωB97M-V/def2-TZVPD) on 2 unconnected molecules or ions with the total composition C4H9S at a distorted geometry.

Kohn-Sham gap	6.275	eV
total charge	-1
LUMO level	4.04	eV
total energy	-555.94788	a.u.

Geometry as XYZ:
```
14
Properties=species:S:1:pos:R:3:forces:R:3
C -0.718 -1.751 2.686 -0.15 -0.84 -0.63
S -1.299 -1.389 0.908 0.04 -0.53 1.22
H 0.222 -2.321 2.672 -0.01 0.11 -0.27
H -0.438 -0.762 3.085 -0.63 -0.58 0.58
H -1.393 -2.459 3.313 0.60 1.76 -0.81
C 1.138 0.151 -1.091 -0.66 -1.16 0.04
C 0.609 1.371 -1.820 -1.02 1.76 0.15
C -0.697 1.732 -1.702 1.05 -1.70 1.13
H 1.410 0.310 -0.001 -0.50 0.18 -1.32
H 0.357 -0.697 -1.069 1.05 1.48 0.16
H 2.009 -0.262 -1.580 0.48 -0.09 -0.20
H 1.259 2.188 -2.380 -0.87 -1.99 1.40
H -0.962 2.730 -1.843 -0.50 1.58 -1.09
H -1.498 1.158 -1.177 1.13 0.01 -0.38
```
Forces are in eV/Å.



6.
ORCA calculation (ωB97M-V/def2-TZVPD) on a molecular structure, C4HBrClI at a distorted geometry.

Kohn-Sham gap (spin up / spin down)	7.082 / 7.513	eV
LUMO level (spin up / spin down)	-1.65 / -1.86	eV
total energy	-3484.69661	a.u.

Geometry as XYZ:
```
8
Properties=species:S:1:pos:R:3:forces:R:3
C -2.138 -0.290 0.195 1.44 -3.55 -3.84
C -0.834 -0.671 -0.133 -1.88 -1.20 -0.43
C 1.327 0.733 -0.135 0.70 0.37 0.67
C 0.176 0.176 -0.136 0.00 -0.10 -0.40
Cl -0.652 -2.277 -0.947 0.15 0.85 0.30
Br 1.820 2.328 -1.039 0.01 -0.72 0.40
I 2.544 -0.357 1.273 0.11 0.71 -0.54
H -2.244 0.358 0.922 -0.53 3.65 3.84
```
Forces are in eV/Å.



7.
ORCA calculation (ωB97M-V/def2-TZVPD) on a gas-phase ion, C4HBrF3O3 (charge -1) at a distorted geometry.

2S+1	3
Kohn-Sham gap (spin up / spin down)	4.669 / 7.978	eV
total charge	-1
LUMO level (spin up / spin down)	3.26 / 2.08	eV
total energy	-3252.36759	a.u.

Geometry as XYZ:
```
12
Properties=species:S:1:pos:R:3:forces:R:3
C 0.165 0.429 -0.740 -0.69 1.55 -0.07
C -0.118 -0.315 0.489 -1.91 1.58 1.36
C 1.004 0.047 -1.833 -0.04 -0.39 0.30
C -0.994 0.182 1.624 1.04 -1.26 -1.21
O 1.557 -1.182 -1.729 0.20 -0.16 -0.19
O 1.214 0.755 -2.798 0.28 0.23 -0.69
O 0.387 -1.457 0.652 1.55 -2.40 -0.40
F -1.200 -0.821 2.504 0.01 -0.03 0.16
F -2.223 0.602 1.273 -0.64 0.59 -0.08
F -0.432 1.179 2.342 -0.03 0.89 0.51
Br -0.628 2.155 -0.913 0.38 -0.67 0.04
H 1.268 -1.573 -0.870 -0.15 0.06 0.26
```
Forces are in eV/Å.



8.
ORCA calculation (ωB97M-V/def2-TZVPD) on a single C4HClF2 molecule at a distorted geometry.

Kohn-Sham gap	9.250	eV
LUMO level	0.17	eV
total energy	-812.80595	a.u.

Geometry as XYZ:
```
8
Properties=species:S:1:pos:R:3:forces:R:3
C -0.075 0.976 0.047 1.77 -4.06 0.05
C 0.034 -0.439 0.107 -1.01 4.62 -0.55
C 1.385 -0.904 0.065 4.70 -0.95 -1.07
C 2.647 -1.017 -0.122 -6.56 -0.07 1.38
H 3.571 -1.416 0.206 0.60 0.13 -0.21
F -1.191 1.659 -0.019 1.31 0.14 0.05
F 1.101 1.616 -0.021 -2.01 0.85 0.16
Cl -1.571 -1.162 -0.025 1.19 -0.68 0.19
```
Forces are in eV/Å.